216
Properties=species:S:1:pos:R:3:forces:R:3:lowdin_charge:R:1 method="wB97M-V/def2-TZVPD" e_lumo_ev=0.5914 smiles=COCCNCCOC.COCCNCCOC.COCCNCCOC.COCCNCCOC.COCCNCCOC.COCCNCCOC.CC(C)O.CC(C)O.CC(C)O.CC(C)O.CC(C)O.CC(C)O orbital_gap_ha=0.32914 homo_energy_ev=-8.36
C -21.6142 -30.3727 -9.9204 0.2 -0.5 -0.1 -0.08
C -20.7469 -29.6361 -8.9190 -0.1 0.4 -1.2 -0.45
C -19.3874 -30.3009 -8.7603 -0.6 -0.2 0.7 -0.04
O -20.5895 -28.2883 -9.4501 0.1 -0.8 0.9 -0.07
H -21.1044 -30.5488 -10.8763 0.1 0.3 0.1 0.07
H -22.5321 -29.8128 -10.1024 0.0 -0.1 -0.1 0.07
H -21.8574 -31.3823 -9.5653 -0.2 0.2 0.1 0.07
H -21.3121 -29.6317 -7.9713 0.4 0.3 0.0 0.11
H -18.7746 -29.7294 -8.0621 0.2 0.0 -0.2 0.06
H -18.9096 -30.4289 -9.7300 0.1 0.1 0.0 0.08
H -19.5385 -31.2807 -8.2976 0.1 0.0 -0.1 0.06
H -19.8440 -27.9183 -8.9417 0.0 0.2 -0.3 0.04
C -19.3627 -33.6972 -10.2379 0.1 0.1 0.0 -0.04
C -18.9421 -34.1515 -11.6402 -0.2 0.0 1.3 -0.52
C -20.0852 -34.0817 -12.5932 0.1 0.4 -1.8 -0.07
O -17.9285 -33.2669 -12.1006 0.4 -0.2 0.3 -0.08
H -19.8332 -32.7148 -10.3252 0.1 0.0 0.1 0.06
H -18.4646 -33.6177 -9.6153 -0.1 0.1 0.1 0.07
H -20.0704 -34.3507 -9.7155 0.1 -0.1 -0.3 0.08
H -18.6271 -35.2087 -11.5624 0.4 0.3 -0.2 0.13
H -20.9680 -34.6366 -12.2928 -0.1 0.1 0.2 0.08
H -19.7760 -34.4597 -13.5801 0.0 -0.2 0.3 0.08
H -20.2992 -33.0322 -12.8340 -0.3 -0.1 0.5 0.08
H -17.2085 -33.2347 -11.4150 -0.5 -0.5 -0.7 0.05
C -22.1953 -26.7001 -6.9042 0.1 0.5 1.1 -0.05
C -23.5611 -27.0333 -6.3051 0.4 -0.5 -0.9 -0.44
C -24.4399 -27.5238 -7.4543 -0.4 -0.3 -0.2 -0.07
O -23.3714 -28.1015 -5.3454 0.1 0.5 -0.2 -0.06
H -21.7049 -27.5992 -7.2645 0.0 0.0 -0.1 0.05
H -21.5515 -26.2175 -6.1553 0.0 -0.2 -0.1 0.09
H -22.3028 -25.9813 -7.7125 -0.1 -0.1 -0.2 0.08
H -23.9801 -26.1463 -5.8147 -0.1 -0.2 0.0 0.14
H -24.6330 -26.7918 -8.2426 -0.1 0.5 0.4 0.08
H -25.3979 -27.9048 -7.0838 0.1 0.1 -0.1 0.07
H -23.9478 -28.3195 -8.0289 0.1 -0.1 0.5 0.06
H -24.1559 -28.1959 -4.7966 -0.1 0.1 -0.1 0.09
C -16.8225 -27.9010 -6.5153 -0.2 -0.1 0.0 -0.05
C -16.7620 -27.4287 -7.9406 -0.3 0.4 -1.3 -0.43
C -16.1104 -28.4205 -8.9439 -0.3 0.8 1.0 -0.03
O -18.0940 -27.0915 -8.4466 0.6 0.3 0.1 -0.09
H -15.8275 -28.1948 -6.1784 0.0 0.0 0.0 0.09
H -17.4813 -28.7680 -6.3980 0.0 0.1 0.0 0.07
H -17.1829 -27.0958 -5.8756 0.0 -0.1 0.0 0.08
H -16.2055 -26.4808 -7.9942 0.1 -0.3 0.2 0.14
H -15.2813 -28.9545 -8.4722 0.0 0.1 -0.1 0.06
H -15.7537 -27.8016 -9.7608 0.1 -0.3 -0.4 0.05
H -16.8601 -29.1260 -9.2821 0.0 -0.1 -0.1 0.06
H -18.0115 -26.2356 -8.9313 -0.1 -0.4 0.4 0.06
C -23.9032 -31.5744 -12.3286 -0.3 -0.8 -0.3 -0.04
C -23.6811 -31.6417 -13.8318 -0.4 1.4 -0.5 -0.45
C -24.2826 -32.8794 -14.4410 -0.2 -0.7 0.1 -0.05
O -24.3240 -30.4838 -14.4522 -0.1 -0.7 0.4 -0.10
H -24.9151 -31.9345 -12.1157 0.1 0.0 0.0 0.07
H -23.8851 -30.5554 -11.9510 0.5 0.0 0.1 0.07
H -23.1961 -32.2539 -11.8445 0.0 0.3 0.3 0.08
H -22.6158 -31.5988 -14.1174 -0.1 -0.1 0.3 0.13
H -24.0648 -32.9810 -15.5047 0.1 0.1 0.0 0.08
H -25.3693 -32.9365 -14.3156 0.1 0.4 0.0 0.08
H -23.9084 -33.7645 -13.9122 0.2 0.1 -0.2 0.08
H -23.8511 -29.6785 -14.1622 0.0 -0.5 -0.1 0.06
C -18.1456 -22.6114 -11.1456 0.3 0.1 -0.2 -0.06
C -18.6218 -23.3624 -9.9042 1.3 0.3 -0.2 -0.45
C -20.0211 -23.8880 -10.1315 0.0 -0.2 0.0 -0.04
O -17.6577 -24.4059 -9.5952 0.4 -0.1 -1.7 -0.12
H -18.3000 -23.2612 -12.0136 -0.2 0.3 -0.1 0.07
H -17.0800 -22.3703 -11.1586 0.1 -0.1 0.4 0.07
H -18.6512 -21.6486 -11.2556 -0.3 -0.2 -0.2 0.08
H -18.6032 -22.6762 -9.0499 0.0 -0.2 0.0 0.13
H -20.0966 -24.8508 -9.6286 -0.4 0.0 0.1 0.08
H -20.2263 -24.0153 -11.1968 0.1 -0.2 0.0 0.07
H -20.7706 -23.1834 -9.7725 -0.1 -0.1 0.2 0.07
H -17.1171 -24.5907 -10.4634 -1.2 0.1 1.5 0.07
C -20.4933 -33.1312 -6.4799 0.0 0.6 -0.5 -0.11
O -19.9477 -31.9910 -5.8564 0.7 -0.6 -0.2 -0.19
C -20.9506 -31.1112 -5.4736 -1.4 -0.2 0.5 -0.26
C -20.3872 -29.7885 -5.1189 0.6 1.0 -1.1 -0.23
N -19.5088 -29.8446 -3.9745 0.4 0.3 0.0 -0.03
C -19.0564 -28.4877 -3.6355 -1.4 -0.4 -0.5 -0.21
C -18.0418 -28.5934 -2.5721 -0.2 0.2 1.0 -0.26
O -16.8965 -29.1027 -3.1792 0.6 -0.2 -0.5 -0.19
C -15.7674 -28.9419 -2.3839 0.1 0.2 1.1 -0.12
H -21.2816 -33.5807 -5.8684 0.3 -0.2 0.1 0.08
H -19.6700 -33.7996 -6.7088 -0.1 -0.3 0.2 0.09
H -20.9616 -32.8312 -7.4358 0.0 -0.2 0.1 0.08
H -21.4830 -31.5209 -4.5978 0.0 0.0 0.0 0.14
H -21.7065 -31.0276 -6.2704 0.1 0.2 0.0 0.11
H -21.1752 -29.0389 -4.9932 -0.1 -0.4 0.5 0.10
H -19.8573 -29.3931 -6.0204 0.0 -0.2 0.2 0.11
H -18.6752 -30.3814 -4.2160 -0.3 -0.1 0.0 0.11
H -19.9709 -27.9828 -3.3108 0.3 0.4 0.1 0.13
H -18.6481 -27.9693 -4.5145 -0.1 0.1 0.2 0.10
H -18.4149 -29.2892 -1.8060 0.1 0.0 0.0 0.13
H -17.8332 -27.6516 -2.0475 0.0 0.2 -0.3 0.13
H -14.9292 -29.4637 -2.8261 0.1 0.0 -0.2 0.09
H -15.9481 -29.3332 -1.3668 0.1 -0.2 -0.2 0.09
H -15.5313 -27.8764 -2.2287 0.1 -0.1 -0.3 0.09
C -16.0424 -37.9857 -11.4404 -0.1 -0.5 -0.5 -0.13
O -15.3259 -36.8212 -11.1621 -0.4 0.4 0.4 -0.19
C -15.5161 -35.8458 -12.1765 0.8 -0.5 -0.1 -0.23
C -14.7934 -34.6069 -11.7466 -0.6 1.0 -0.7 -0.21
N -15.5143 -33.9543 -10.6393 0.9 -0.4 0.0 -0.06
C -14.8319 -32.7104 -10.2573 0.3 0.2 0.2 -0.20
C -15.5314 -32.0161 -9.0982 0.4 -0.9 -0.8 -0.22
O -15.5013 -32.9256 -8.0164 0.5 0.0 -0.8 -0.17
C -16.4245 -32.5602 -7.0678 -1.0 0.8 1.2 -0.13
H -17.1086 -37.7846 -11.6121 0.1 0.0 0.0 0.09
H -15.9569 -38.6853 -10.6138 0.1 0.1 0.2 0.09
H -15.6307 -38.4703 -12.3413 -0.2 0.0 0.1 0.09
H -16.5722 -35.6202 -12.3501 0.0 -0.2 0.0 0.11
H -15.0445 -36.2549 -13.0861 -0.3 0.3 -0.1 0.13
H -14.8337 -33.8869 -12.5738 0.2 -0.2 -0.1 0.13
H -13.7392 -34.8401 -11.5440 -0.1 0.1 0.2 0.13
H -15.4328 -34.6552 -9.8992 -0.3 0.7 0.4 0.12
H -14.8004 -31.9998 -11.0975 -0.3 -0.3 -0.1 0.12
H -13.7671 -32.8897 -10.0158 -0.3 0.0 0.2 0.13
H -16.5697 -31.7983 -9.3948 0.1 0.1 0.2 0.11
H -15.0105 -31.0802 -8.8766 -0.1 0.0 0.2 0.11
H -16.3454 -33.2042 -6.1979 0.1 -0.1 0.0 0.09
H -17.4628 -32.5903 -7.4300 0.1 -0.1 -0.1 0.07
H -16.2594 -31.5200 -6.7489 0.0 0.0 0.2 0.09
C -12.8641 -26.8796 -10.0391 0.2 -0.2 0.9 -0.10
O -13.9578 -26.0951 -10.4237 0.0 -0.3 0.5 -0.21
C -13.6591 -25.2196 -11.4703 -0.2 0.0 -0.6 -0.23
C -14.9124 -24.4044 -11.6659 -0.9 0.9 -0.6 -0.18
N -16.1507 -25.2299 -11.8365 1.4 -0.5 0.5 -0.07
C -16.4225 -25.6202 -13.2437 1.0 -0.1 0.8 -0.17
C -17.3812 -26.7840 -13.2818 -0.2 0.1 -0.6 -0.23
O -16.6744 -27.9554 -12.9130 0.0 0.5 0.1 -0.19
C -17.5149 -29.0856 -12.9914 -0.4 0.6 0.6 -0.10
H -12.0711 -26.2378 -9.6300 0.1 -0.1 -0.4 0.09
H -12.4971 -27.5419 -10.8296 0.1 0.2 -0.2 0.10
H -13.1730 -27.5154 -9.2054 -0.2 0.0 -0.2 0.08
H -13.3968 -25.8156 -12.3561 0.0 0.2 -0.1 0.13
H -12.8222 -24.5533 -11.2296 0.1 -0.1 0.0 0.13
H -14.8363 -23.6864 -12.4954 0.2 -0.4 0.0 0.13
H -15.0344 -23.7555 -10.7910 -0.1 -0.3 0.1 0.11
H -15.8269 -26.0897 -11.3586 -0.9 0.2 -0.2 0.10
H -15.4788 -25.9964 -13.6787 -0.3 0.3 -0.3 0.12
H -16.7563 -24.7327 -13.7803 -0.2 -0.2 -0.1 0.12
H -17.7520 -26.9315 -14.3143 0.0 0.2 0.2 0.13
H -18.2554 -26.5826 -12.6338 0.3 -0.3 0.0 0.13
H -17.8576 -29.2445 -14.0167 0.1 -0.2 -0.1 0.09
H -18.3894 -28.8919 -12.3535 -0.1 -0.3 -0.1 0.08
H -16.9652 -29.9220 -12.5859 0.1 -0.3 -0.2 0.08
C -23.3164 -19.0814 -9.1854 0.0 0.8 -0.5 -0.13
O -24.0589 -20.2610 -9.2190 -0.2 0.0 0.5 -0.18
C -23.2739 -21.3802 -9.5285 0.6 0.2 -0.9 -0.26
C -24.0673 -22.6284 -9.2796 0.1 -0.3 0.3 -0.19
N -25.2684 -22.7966 -10.1073 0.0 0.9 1.4 -0.04
C -25.0136 -22.8345 -11.5055 -0.4 0.4 -1.3 -0.25
C -24.4402 -24.1319 -11.9646 -0.7 -1.0 -1.6 -0.24
O -23.1145 -24.3373 -11.5553 -0.4 1.1 0.3 -0.19
C -22.6990 -25.6229 -11.7658 0.5 -2.1 0.1 -0.14
H -22.8449 -18.8372 -10.1565 -0.1 -0.3 0.1 0.09
H -22.5194 -19.0911 -8.4316 -0.2 -0.1 0.1 0.09
H -24.0285 -18.2765 -9.0018 0.2 0.0 0.3 0.09
H -22.3231 -21.3921 -8.9711 -0.2 0.0 0.2 0.12
H -22.9806 -21.2840 -10.5877 0.1 -0.2 0.1 0.12
H -24.3474 -22.6122 -8.2216 -0.2 -0.1 -0.1 0.12
H -23.4127 -23.4785 -9.4398 0.1 -0.1 0.0 0.10
H -25.8524 -21.9849 -9.9031 0.0 -0.3 -0.1 0.11
H -24.4403 -21.9969 -11.9354 0.4 -0.1 0.3 0.12
H -25.9652 -22.7182 -12.0351 -0.1 -0.2 0.2 0.13
H -24.5072 -24.1975 -13.0755 0.3 0.4 0.2 0.13
H -25.1080 -24.9784 -11.7095 0.3 0.2 0.7 0.13
H -23.2862 -26.3778 -11.2125 -0.3 0.3 0.0 0.10
H -21.6995 -25.7578 -11.3659 0.3 0.2 -0.2 0.07
H -22.7198 -25.9466 -12.8167 0.0 0.3 -0.1 0.09
C -27.9503 -31.2904 -12.1364 0.0 -0.6 -0.2 -0.11
O -26.9066 -30.8741 -11.3198 0.4 -0.2 0.7 -0.23
C -27.3437 -30.0711 -10.2348 -0.1 0.7 -1.4 -0.22
C -26.2011 -29.9165 -9.2745 -0.5 0.2 -0.1 -0.23
N -25.7776 -31.2238 -8.8395 -0.4 -0.1 0.2 -0.03
C -24.5852 -31.2134 -8.0163 0.3 0.9 -0.2 -0.21
C -24.2902 -32.5365 -7.3714 0.4 0.2 0.8 -0.22
O -23.6987 -33.4525 -8.2679 -0.4 1.4 -1.0 -0.18
C -23.4601 -34.6544 -7.6763 0.0 -1.2 1.8 -0.16
H -28.4606 -30.4197 -12.5545 -0.3 -0.2 -0.1 0.09
H -28.6190 -31.9648 -11.5856 -0.3 0.3 0.0 0.09
H -27.5172 -31.9042 -12.9256 0.0 0.2 -0.2 0.08
H -28.2671 -30.4603 -9.7885 0.3 -0.3 0.2 0.13
H -27.5934 -29.0904 -10.6836 -0.1 0.0 0.4 0.13
H -26.6329 -29.2992 -8.4782 0.5 -0.2 0.3 0.12
H -25.3922 -29.3374 -9.7562 -0.1 0.0 0.0 0.12
H -25.7039 -31.7791 -9.6877 0.4 -0.2 0.3 0.11
H -24.7287 -30.4804 -7.2089 -0.3 -0.3 0.0 0.12
H -23.7215 -30.7664 -8.5545 -0.1 -0.6 0.2 0.09
H -25.2260 -32.9088 -6.9143 0.2 -0.2 -0.4 0.13
H -23.5875 -32.3869 -6.5240 -0.2 0.0 -0.3 0.11
H -22.8528 -34.5470 -6.7550 -0.1 0.0 -0.3 0.07
H -22.9210 -35.3333 -8.3243 -0.1 0.0 -0.4 0.09
H -24.3994 -35.1061 -7.3201 0.1 -0.2 -0.3 0.10
C -26.9869 -30.7570 -16.6679 -0.5 0.4 2.0 -0.16
O -27.0167 -30.3651 -17.9647 0.2 0.4 -2.3 -0.19
C -25.7194 -30.2877 -18.5662 -0.5 -0.6 0.9 -0.18
C -24.8649 -29.1411 -18.0181 -0.3 0.3 -1.3 -0.23
N -23.8282 -29.5222 -17.0968 0.2 -0.2 0.3 -0.06
C -23.1534 -28.3537 -16.5894 0.3 0.3 0.4 -0.22
C -21.9238 -28.7136 -15.7602 0.1 0.6 0.0 -0.18
O -22.2947 -28.7738 -14.3730 0.1 -0.1 -0.8 -0.24
C -21.2253 -29.1388 -13.5404 -0.6 0.3 1.4 -0.10
H -26.4805 -31.7101 -16.5088 0.1 -0.2 0.0 0.08
H -28.0182 -30.8065 -16.3100 0.0 -0.4 -0.1 0.09
H -26.5410 -29.9876 -16.0226 0.4 -0.2 0.1 0.08
H -25.9010 -30.2180 -19.6349 0.0 0.3 0.0 0.12
H -25.2331 -31.2627 -18.3950 0.2 0.3 0.0 0.12
H -25.5218 -28.3135 -17.6866 -0.2 -0.4 0.4 0.13
H -24.4076 -28.6816 -18.9174 0.3 -0.2 0.4 0.12
H -24.1225 -30.0744 -16.2760 -0.3 0.2 -0.7 0.08
H -23.8110 -27.7245 -15.9586 0.1 0.0 0.0 0.13
H -22.8611 -27.6982 -17.4160 0.1 -0.2 -0.1 0.12
H -21.1431 -27.9417 -15.8926 -0.2 -0.1 0.2 0.12
H -21.4830 -29.6531 -16.1212 -0.2 -0.1 0.3 0.13
H -21.6117 -29.2189 -12.5118 -0.1 0.1 -0.3 0.08
H -20.5223 -28.3030 -13.4908 0.6 -0.4 -0.3 0.08
H -20.8296 -30.1360 -13.7509 0.5 0.3 -0.4 0.09